Entry 1:
{"formula": "C4H4F2N2O", "method": "ωB97M-V/def2-TZVPD", "e_lumo_ha": [0.0176, -0.0694], "homo_lumo_gap_ev": [10.034, 6.795], "species": ["C", "C", "C", "C", "N", "N", "O", "F", "F", "H", "H", "H", "H"], "coordinates": [[-1.609876, 0.953002, 0.126190], [-2.074332, -0.063881, -0.760707], [-0.573213, 0.377163, 0.791643], [2.771718, -0.137503, -0.324829], [-1.363709, -1.157941, -0.643315], [-0.451966, -0.907298, 0.291795], [0.414028, -1.737841, 0.633192], [1.832592, 0.521744, -0.977789], [3.356391, 0.629318, 0.572824], [-2.001976, 1.943126, 0.222579], [-2.887655, -0.010210, -1.456360], [0.093781, 0.739165, 1.547175], [2.494214, -1.148840, -0.022392]], "atomic_forces_ev_per_a": [[0.418, -0.222, 0.341], [0.430, -0.207, 0.253], [-0.456, 0.794, -0.010], [0.349, -0.650, -0.470], [-0.803, -0.807, -1.107], [0.358, 0.384, 0.472], [-0.044, -0.091, 0.058], [-0.317, 0.226, -0.111], [0.023, 0.154, 0.389], [-0.018, 0.237, 0.119], [-0.152, -0.054, -0.171], [0.150, -0.028, 0.118], [0.062, 0.264, 0.119]], "mulliken_charge": [-0.4801, -0.1390, -0.3604, 0.0662, -0.8180, 1.0900, -0.5890, -0.1697, -0.1971, 0.3839, 0.4545, 0.4468, 0.3117]}

---

Entry 2:
{"formula": "C17H29GeN6PPbSe", "method": "ωB97M-V/def2-TZVPD", "total_charge": 2, "e_lumo_ha": -0.2055, "homo_lumo_gap_ev": 7.479, "species": ["Pb", "C", "N", "C", "C", "N", "C", "P", "C", "N", "C", "C", "N", "C", "C", "N", "C", "C", "N", "C", "H", "H", "H", "H", "H", "H", "H", "H", "H", "H", "H", "H", "H", "H", "H", "C", "Ge", "C", "C", "C", "Se", "C", "H", "H", "H", "H", "H", "H", "H", "H", "H", "H", "H", "H", "H", "H"], "coordinates": [[0.879731, -0.814082, 0.518868], [-0.992406, 3.139664, -3.277871], [-0.769514, 2.488365, -1.988901], [-1.225889, 2.955653, -0.789321], [-0.812832, 2.070680, 0.162227], [-0.114810, 1.071263, -0.453884], [-0.096252, 1.342421, -1.760628], [0.753861, 0.400853, -3.084030], [2.376787, 0.256694, -2.286469], [2.599560, -0.130866, -1.037212], [3.952151, -0.084862, -0.837880], [4.545928, 0.338877, -1.990101], [3.546986, 0.551497, -2.893883], [3.735846, 1.016746, -4.265044], [0.120231, -1.272517, -2.703558], [0.068207, -1.850605, -1.504676], [-0.484731, -3.086676, -1.678026], [-0.765362, -3.257178, -3.001955], [-0.382854, -2.109794, -3.636224], [-0.506620, -1.866056, -5.070645], [-1.609069, 4.017237, -3.109135], [-1.512571, 2.465112, -3.953301], [-0.045147, 3.449504, -3.712868], [-1.795738, 3.864421, -0.708794], [-0.967529, 2.088778, 1.226905], [4.408877, -0.352290, 0.099207], [5.580647, 0.502650, -2.234147], [4.800676, 1.143671, -4.435436], [3.237422, 1.972287, -4.410873], [3.350306, 0.282806, -4.968694], [-0.651280, -3.766923, -0.860754], [-1.200452, -4.086272, -3.531158], [-1.077758, -2.681774, -5.503487], [0.476473, -1.834268, -5.535194], [-1.034148, -0.931928, -5.246332], [-2.595571, 0.927854, 4.388681], [-1.944892, -0.882973, 4.073920], [-2.965098, -2.209802, 5.057612], [-2.088584, -1.216284, 2.130982], [-0.040798, -1.094221, 4.539061], [1.220794, 0.159868, 3.744875], [0.955985, 1.679239, 4.927731], [-3.649320, 0.974551, 4.113319], [-2.051437, 1.659687, 3.791961], [-2.515611, 1.208569, 5.438099], [-4.013028, -2.157440, 4.763851], [-2.902425, -2.023284, 6.128256], [-2.598891, -3.216610, 4.860298], [-3.137198, -1.287773, 1.840024], [-1.590477, -2.154944, 1.859190], [-1.672297, -0.383430, 1.554598], [0.296521, -2.078746, 4.208329], [0.115471, -1.060292, 5.617254], [-0.066931, 2.039232, 4.881097], [1.644372, 2.456932, 4.607192], [1.210694, 1.366803, 5.936971]], "atomic_forces_ev_per_a": [[0.184, -0.179, 0.150], [-0.010, 0.047, -0.070], [-0.002, -0.058, 0.137], [-0.022, 0.028, 0.120], [-0.056, 0.047, -0.074], [0.039, -0.034, -0.157], [0.101, -0.126, -0.047], [-0.244, -0.056, 0.003], [-0.025, 0.065, -0.068], [0.102, -0.031, 0.183], [-0.031, -0.005, -0.017], [0.120, -0.014, 0.060], [-0.077, -0.053, 0.140], [0.027, 0.032, -0.088], [0.003, 0.148, 0.037], [-0.039, 0.198, -0.148], [-0.009, -0.023, -0.046], [-0.013, -0.047, 0.041], [-0.029, -0.045, 0.159], [0.003, 0.007, -0.084], [0.005, -0.005, -0.020], [0.006, 0.014, -0.013], [-0.011, -0.002, -0.011], [-0.010, 0.015, -0.014], [-0.013, 0.013, 0.046], [0.026, -0.002, 0.016], [0.021, 0.003, -0.007], [-0.012, 0.003, -0.012], [0.004, -0.008, -0.013], [0.003, 0.013, -0.007], [0.005, -0.026, 0.007], [-0.008, -0.010, -0.027], [0.004, 0.018, -0.016], [-0.012, 0.004, -0.012], [0.010, -0.006, -0.023], [-0.005, -0.055, 0.051], [0.029, 0.091, -0.075], [-0.035, 0.010, -0.066], [0.051, -0.083, -0.002], [-0.022, -0.048, -0.004], [0.003, 0.161, -0.124], [0.002, -0.029, -0.003], [-0.007, 0.032, -0.017], [0.005, 0.023, -0.036], [0.017, -0.005, 0.017], [-0.021, -0.034, 0.021], [0.009, 0.006, 0.029], [-0.003, -0.009, 0.001], [0.008, -0.081, -0.005], [-0.095, 0.074, -0.006], [0.016, 0.036, 0.039], [-0.019, -0.019, 0.051], [0.032, 0.002, 0.003], [0.018, -0.013, 0.001], [-0.008, 0.001, -0.005], [-0.013, 0.017, 0.005]], "mulliken_charge": [1.1647, -0.7596, 0.1767, -0.4511, -0.4901, 0.0455, 0.0229, -0.3416, 0.0530, -0.0869, -0.7417, -0.2204, 0.1440, -0.7451, 0.0815, 0.0372, -0.7261, -0.3092, 0.1484, -0.7524, 0.3169, 0.3233, 0.3210, 0.4371, 0.4158, 0.4561, 0.4263, 0.3164, 0.3210, 0.3140, 0.4562, 0.4361, 0.3165, 0.3146, 0.3253, -1.1241, 0.5550, -1.0749, -0.7375, -1.0215, 0.1383, -0.9075, 0.3831, 0.2579, 0.3720, 0.3609, 0.3631, 0.3694, 0.4150, 0.3064, -0.1820, 0.4057, 0.4560, 0.2477, 0.3528, 0.3180]}

---

Entry 3:
{"formula": "C3H10N2O3", "method": "ωB97M-V/def2-TZVPD", "e_lumo_ha": 0.0205, "homo_lumo_gap_ev": 9.930, "smiles": "NC(=O)NCCO.O", "species": ["N", "C", "O", "N", "C", "C", "O", "H", "H", "H", "H", "H", "H", "H", "H", "O", "H", "H"], "coordinates": [[1.352527, 0.325968, 1.681670], [0.187783, -0.234894, 1.069595], [-0.682348, -0.781848, 1.827022], [0.038069, -0.422198, -0.180007], [0.922980, -0.135453, -1.270571], [0.521109, -0.949137, -2.537932], [-0.159713, -0.145126, -3.482823], [2.162934, -0.145464, 1.331162], [1.172586, 0.506858, 2.689467], [-0.874755, -0.790909, -0.442781], [1.879156, -0.540919, -1.100474], [1.243571, 0.949845, -1.445201], [1.297118, -1.272238, -3.126720], [-0.073361, -1.772653, -2.443174], [0.264462, 0.799106, -3.578340], [-3.335639, 1.473795, 3.404106], [-3.567091, 1.578621, 4.326408], [-2.349393, 1.556643, 3.278588]], "atomic_forces_ev_per_a": [[-1.976, 0.586, -1.106], [-1.152, -2.280, 7.320], [1.242, 2.130, -0.956], [-0.451, 0.447, -4.835], [0.713, -0.161, -1.173], [0.104, 4.495, -0.321], [-0.397, 3.449, -0.843], [0.711, 0.166, 0.595], [0.682, -0.887, -1.303], [0.435, 0.072, 0.388], [1.436, -0.771, 1.006], [-1.364, -1.067, -0.087], [2.928, -1.007, -0.386], [-1.813, -2.109, 1.254], [-1.070, -3.007, 0.470], [1.267, 0.139, -0.855], [0.414, 0.061, 0.230], [-1.710, -0.257, 0.599]], "mulliken_charge": [-0.4768, 0.5057, -0.6960, -0.1243, -0.3506, -0.7220, -0.5559, 0.2116, 0.2743, 0.2617, 0.2558, 0.3144, 0.3715, 0.3981, 0.3346, -0.6391, 0.3119, 0.3252]}

---

Across the entries above, energy relative to the best compared isomer or geometry (same formula, charge and spin) takes the values 108.6; 0.0; 51.4 kcal per mole, respectively.